Record 1
{"formula": "C31H34MoN4O2S3", "method": "ωB97M-V with the def2-TZVPD basis set", "elements": ["Mo", "S", "S", "S", "O", "O", "N", "N", "N", "N", "C", "C", "C", "C", "C", "C", "C", "C", "C", "C", "C", "C", "C", "C", "C", "C", "C", "C", "C", "C", "C", "C", "C", "C", "C", "C", "C", "C", "C", "C", "C", "H", "H", "H", "H", "H", "H", "H", "H", "H", "H", "H", "H", "H", "H", "H", "H", "H", "H", "H", "H", "H", "H", "H", "H", "H", "H", "H", "H", "H", "H", "H", "H", "H", "H"], "positions_angstrom": [[-0.80348, -0.67951, 0.28300], [-4.42276, 1.04850, -2.43093], [-2.02163, -1.43129, -1.78492], [-0.88357, 1.54694, -2.36014], [3.20695, -0.64465, 6.00643], [3.47612, 1.41025, 5.03780], [-1.51016, 1.13848, 1.10607], [0.18664, -0.40390, 2.09644], [-0.60919, -2.60511, 1.17273], [2.76399, 2.02488, 0.85778], [1.76150, 1.70136, -0.14520], [-2.16697, 3.64361, 2.05470], [1.17235, -1.88153, -1.40001], [1.10294, 1.08108, 3.70047], [0.82445, -3.95957, 2.52149], [-1.37070, -1.04590, -3.43083], [-2.92503, 3.05049, 1.05574], [1.91496, 0.37321, -0.84965], [-1.08511, 2.95821, 2.59056], [-2.15847, 2.48431, -3.24802], [1.87437, 0.03614, 4.20071], [3.65667, 3.12022, 0.50047], [0.95619, -0.64857, -0.74789], [-0.78816, 1.70082, 2.11337], [-1.19356, -3.72321, 0.69433], [2.98002, 0.28167, 5.24263], [3.25783, -1.07162, -2.26293], [-2.56029, 1.80372, 0.59527], [3.49651, 0.91856, 1.45584], [2.32256, -2.09470, -2.13928], [-4.57820, -0.69916, -2.84784], [-3.82714, -1.66346, -1.93766], [0.23480, 0.81326, 2.67067], [0.82786, -1.44447, 2.66123], [-3.38051, 1.73255, -3.75422], [-0.49839, 0.21173, -3.50430], [1.67423, -1.26163, 3.72496], [-0.81316, -4.98115, 1.10215], [0.37918, -2.72397, 2.09988], [3.04817, 0.14123, -1.62792], [0.22411, -5.10167, 2.01676], [-1.97133, -3.58557, -0.04086], [-2.42119, 4.62784, 2.42556], [-4.32484, -0.84567, -3.89654], [4.20003, 3.43966, 1.38942], [2.83850, 0.06286, 1.61008], [-3.10088, 0.93555, -4.44105], [-0.79915, -1.91227, -3.75592], [3.08291, 3.97108, 0.13343], [-2.24739, -0.97495, -4.06778], [-3.98337, -2.68790, -2.27584], [1.22688, 2.07135, 4.11734], [-3.99707, 2.42802, -4.32303], [2.18881, -2.06885, 4.23040], [4.39799, 2.83911, -0.26300], [-4.19203, -1.58606, -0.91301], [1.61991, -4.02366, 3.25109], [1.74796, 2.49202, -0.89890], [-0.52932, 0.59484, -4.52596], [-1.31788, -5.84899, 0.70171], [3.89287, 1.22816, 2.42534], [-0.49010, 3.38632, 3.38542], [4.15101, -1.22457, -2.85490], [3.78178, 0.93354, -1.72674], [-3.08924, 1.32776, -0.21926], [4.33736, 0.57388, 0.83603], [0.76143, 1.72276, 0.29586], [-2.45248, 3.27118, -2.55019], [2.48695, -3.04974, -2.62199], [-1.66958, 2.97934, -4.08860], [0.53770, -0.05078, -3.29992], [0.45316, -2.69141, -1.33587], [0.55606, -6.07854, 2.34382], [-3.78613, 3.54416, 0.62734], [-5.63528, -0.95661, -2.76325]], "mulliken_charge": [-0.984, -0.017, 0.505, 0.254, -0.659, -0.649, 0.265, 0.187, 0.350, 0.378, -0.756, -0.805, -0.863, -0.468, -0.561, -1.181, -0.660, 0.970, -0.433, -0.995, -0.459, -0.965, 2.390, 0.502, -0.049, 0.267, -0.929, -0.165, -1.085, -0.916, -0.989, -0.850, 0.293, 0.411, -0.627, -0.992, -0.773, -0.884, 0.437, -0.649, -0.620, 0.355, 0.495, 0.450, 0.355, 0.277, 0.283, 0.626, 0.368, 0.550, 0.605, 0.542, 0.517, 0.593, 0.322, 0.454, 0.514, 0.929, 0.715, 0.480, 0.397, 0.547, 0.442, 0.520, 0.072, 0.413, -0.845, 0.427, 0.492, 0.544, 0.232, 0.609, 0.490, 0.533, 0.473], "de_lowest_ev": 0.445, "total_charge": 2, "spin_multiplicity": 3, "lumo_ev": [-7.976, -8.151], "homo_ha": [-0.4650, -0.4603], "homo_lumo_gap_ev": [4.678, 4.375]}

***

Record 2
{"formula": "C31H34O2P2PdS3", "method": "ωB97M-V with the def2-TZVPD basis set", "elements": ["Pd", "S", "S", "S", "P", "P", "O", "O", "C", "C", "C", "C", "C", "C", "C", "C", "C", "C", "C", "C", "C", "C", "C", "C", "C", "C", "C", "C", "C", "C", "C", "C", "C", "C", "C", "C", "C", "C", "C", "H", "H", "H", "H", "H", "H", "H", "H", "H", "H", "H", "H", "H", "H", "H", "H", "H", "H", "H", "H", "H", "H", "H", "H", "H", "H", "H", "H", "H", "H", "H", "H", "H", "H"], "positions_angstrom": [[-0.44147, 1.10163, 1.35583], [-1.18528, 3.56354, 0.58360], [-3.26844, 4.52620, 3.33181], [0.01521, 2.24062, 3.47112], [-0.86103, -1.13907, -1.22999], [1.79465, 0.10619, -0.59238], [1.12582, 1.37150, -0.01842], [-1.36828, -0.17466, -0.17636], [4.60123, 1.39805, -3.15360], [-1.32371, 2.88130, 4.53370], [4.52868, -0.02611, -0.74969], [-0.23349, -5.13519, -1.06667], [1.92126, -1.14213, 0.67134], [-2.49297, -1.69084, -4.94293], [2.46462, -3.37100, 1.38945], [1.60042, -0.80496, 1.98997], [5.77545, 0.93860, -2.56266], [-0.66381, -5.42984, 0.22523], [-0.30779, 4.50985, 1.87152], [-1.60562, -1.69730, -3.90941], [-0.76427, -2.81978, -0.67896], [5.73991, 0.22021, -1.37449], [1.67776, -1.75591, 3.00022], [3.34931, 0.43074, -1.34673], [-2.75804, 2.92515, 3.97267], [-1.18498, -3.11574, 0.62428], [0.71349, 3.69473, 2.62675], [-3.86349, -1.35505, -4.69388], [-1.11082, -4.42069, 1.07668], [0.72363, -0.59545, -1.90128], [-3.79044, 4.16413, 1.66139], [3.38481, 1.15748, -2.54529], [-2.74324, 4.49593, 0.57538], [-4.30442, -0.95785, -3.40293], [-3.41765, -0.96262, -2.37074], [-2.03964, -1.28459, -2.61830], [-0.30169, -3.83550, -1.53213], [2.11381, -3.03858, 2.69524], [2.36622, -2.42837, 0.37536], [-5.33919, -0.68815, -3.23972], [-1.31407, 2.18773, 5.37386], [1.24415, -1.41711, -2.39771], [2.83076, -4.36497, 1.16550], [-2.45981, 5.54843, 0.59756], [-3.45849, 2.75431, 4.80143], [-1.06087, 4.91601, 2.55717], [0.17345, 5.36625, 1.39509], [2.47733, 1.54706, -2.99331], [1.22415, 4.30971, 3.36968], [-0.97567, 3.84398, 4.91389], [-0.67895, -6.45894, 0.56032], [1.43048, 0.23358, 2.25980], [-4.58521, -1.45221, -5.49733], [-1.40983, -4.65916, 2.08891], [-0.57801, -1.97976, -4.09674], [2.65024, -2.69687, -0.63659], [6.72761, 1.15631, -3.02796], [4.63705, 1.93670, -4.09059], [0.53952, 0.20127, -2.62877], [-2.17160, -1.95369, -5.94289], [0.00607, -3.62489, -2.55046], [6.65457, -0.15585, -0.93692], [-4.11836, 3.12702, 1.61839], [-3.21086, 4.29962, -0.38883], [4.50763, -0.56578, 0.18888], [-4.65388, 4.81949, 1.49712], [1.47711, 3.28510, 1.96211], [0.13406, -5.92266, -1.71132], [1.44810, -1.49092, 4.02419], [-2.93747, 2.16643, 3.21542], [-3.73609, -0.71092, -1.36778], [-1.54676, -2.32674, 1.26968], [2.20709, -3.77502, 3.48322]], "mulliken_charge": [0.812, 0.202, 0.334, 0.083, 0.017, 1.040, -0.176, -0.704, -0.850, -0.886, -0.320, -0.778, 0.559, -0.727, -0.855, -0.726, -0.503, -0.615, -0.652, -0.154, 1.230, -0.816, -0.784, 0.746, -0.329, -0.501, -0.767, -0.371, -0.751, -0.968, -0.562, -0.519, -0.825, -0.686, -0.361, 0.824, -0.388, -0.712, -0.193, 0.477, 0.470, 0.581, 0.525, 0.504, 0.488, 0.212, 0.523, 0.311, 0.679, 0.534, 0.482, 0.644, 0.460, 0.484, 0.324, 0.523, 0.439, 0.452, 0.847, 0.486, 0.244, 0.452, 0.360, 0.468, 0.433, 0.486, 0.204, 0.491, 0.528, 0.158, 0.456, 0.417, 0.489], "total_charge": 4, "spin_multiplicity": 5, "lumo_ev": [-10.645, -14.693], "homo_ha": [-0.6759, -0.6758], "homo_lumo_gap_ev": [7.749, 3.696]}

***

Record 3
{"formula": "C31H35AsBrN10RbSSb", "method": "ωB97M-V with the def2-TZVPD basis set", "elements": ["Sb", "Rb", "Br", "As", "S", "N", "N", "N", "N", "N", "N", "N", "N", "N", "N", "C", "C", "C", "C", "C", "C", "C", "C", "C", "C", "C", "C", "C", "C", "C", "C", "C", "C", "C", "C", "C", "C", "C", "C", "C", "C", "C", "C", "C", "C", "C", "H", "H", "H", "H", "H", "H", "H", "H", "H", "H", "H", "H", "H", "H", "H", "H", "H", "H", "H", "H", "H", "H", "H", "H", "H", "H", "H", "H", "H", "H", "H", "H", "H", "H", "H"], "positions_angstrom": [[-2.18622, -0.06046, -0.60651], [1.17866, 2.07855, -1.07112], [6.30080, 3.40232, -3.23796], [3.59972, -1.84013, -0.08344], [2.64097, -0.91790, -1.70750], [-2.22250, 5.09590, 0.83040], [-2.90218, 3.95567, 1.10149], [2.97950, 4.06088, -0.44109], [2.71791, 4.14634, -1.72353], [-1.16327, 3.35426, -0.03436], [5.02609, 1.33172, 0.06756], [1.51381, 4.71048, -1.90006], [-2.28736, 2.94216, 0.59909], [-0.18306, 5.52319, -0.37198], [1.95274, 4.55817, 0.25938], [-0.14050, -4.04859, -2.67488], [5.95824, 3.37925, 0.87697], [3.22228, -1.03395, 1.61858], [-3.71235, -1.07818, 3.39589], [-1.25174, -1.89931, -1.25333], [3.01959, -3.65830, 0.08563], [-2.41977, -0.37693, 1.48377], [5.33992, 2.15447, 1.06066], [-6.71052, -1.57473, -1.89551], [-6.49294, -0.31433, -1.36563], [-5.22108, 0.10752, -1.00024], [-0.82815, -1.76942, -2.57313], [-1.10060, -3.14744, -0.63596], [1.07862, 4.95364, -0.66697], [-3.58478, -0.88830, 2.02643], [-1.36762, -0.00657, 2.33797], [-0.11828, 0.62647, 1.81413], [6.26391, 3.77571, -0.41299], [-1.17996, 4.66590, 0.14187], [-0.54642, -4.19593, -1.35967], [-1.50136, -0.21739, 3.70340], [-1.57944, -3.43033, 0.75520], [-4.14050, -0.76762, -1.16795], [-4.36611, -2.03017, -1.69812], [-0.28444, -2.82176, -3.29240], [-2.66616, -0.75192, 4.23283], [-5.02100, 1.47978, -0.43531], [5.92722, 2.92042, -1.44489], [5.30389, 1.71656, -1.17145], [-5.64189, -2.43815, -2.06208], [5.50726, -1.93309, -0.18482], [6.72435, 4.73056, -0.62291], [-7.32570, 0.36737, -1.23169], [0.28731, -4.88751, -3.20730], [5.00931, 1.03686, -1.96643], [-7.70786, -1.88283, -2.17572], [-5.79804, -3.42760, -2.47231], [-4.51633, 1.47036, 0.53241], [2.31887, -1.47893, 2.03820], [5.85887, -2.72340, 0.47948], [-1.48073, -4.49201, 0.97711], [-0.09649, 6.33668, 0.22313], [-0.68290, 0.06405, 4.35634], [0.61203, 0.77486, 2.61206], [6.16709, 4.01879, 1.72160], [3.08562, 0.03433, 1.44581], [0.03504, -2.67783, -4.31399], [5.77488, -2.16304, -1.21952], [-4.40499, -1.16380, 1.37408], [-3.54099, -2.71732, -1.83216], [5.90876, -0.96791, 0.10460], [5.07576, 1.82672, 2.05886], [-0.92435, -0.81145, -3.07487], [-1.03355, -2.86887, 1.51386], [-4.63060, -1.48252, 3.80334], [1.93218, -3.63536, 0.07931], [-2.62244, -3.14815, 0.88354], [3.39850, -4.10315, 1.00418], [-5.97527, 1.98911, -0.30870], [-0.44967, -5.16651, -0.88172], [-0.35413, 1.60656, 1.39483], [3.37217, -4.22185, -0.77869], [-4.39028, 2.09933, -1.07397], [-2.75887, -0.89444, 5.30158], [0.35992, 0.01262, 1.04207], [4.06157, -1.19219, 2.29520]], "mulliken_charge": [0.983, 0.704, -0.221, 0.772, -0.489, -0.653, -0.761, 0.403, -0.211, -0.042, 0.078, -0.631, 0.405, -0.234, -0.800, -0.624, -0.757, -0.978, -0.727, 0.247, -0.782, 0.864, -0.220, -0.627, -0.626, 1.034, -0.766, 1.101, 0.347, -0.675, 0.385, -0.829, -0.065, 0.149, -0.609, -0.597, -1.290, 0.209, -0.417, -0.764, -0.745, -1.476, -0.456, -0.003, -0.913, -1.125, 0.431, 0.358, 0.378, 0.420, 0.359, 0.434, 0.212, 0.413, 0.401, 0.446, 0.323, 0.404, 0.385, 0.395, 0.017, 0.418, 0.321, 0.389, 0.349, 0.310, 0.365, 0.405, 0.188, 0.420, -0.071, 0.231, 0.448, 0.440, 0.334, -0.020, 0.363, 0.334, 0.360, -0.031, 0.507], "de_lowest_ev": 0.585, "total_charge": -1, "lumo_ev": 1.833, "homo_ha": -0.1822, "homo_lumo_gap_ev": 6.791}

***

Record 4
{"formula": "C31H35ClGdN2Si2", "method": "ωB97M-V with the def2-TZVPD basis set", "elements": ["Gd", "Cl", "Si", "Si", "N", "N", "C", "C", "C", "C", "C", "C", "C", "C", "C", "C", "C", "C", "C", "C", "C", "C", "C", "C", "C", "C", "C", "C", "C", "C", "C", "C", "C", "C", "C", "C", "C", "H", "H", "H", "H", "H", "H", "H", "H", "H", "H", "H", "H", "H", "H", "H", "H", "H", "H", "H", "H", "H", "H", "H", "H", "H", "H", "H", "H", "H", "H", "H", "H", "H", "H", "H"], "positions_angstrom": [[-0.86668, -0.33054, -2.36097], [-1.82822, 1.99444, -2.69810], [3.40842, 1.40224, -4.50477], [-0.45542, -0.29910, -5.17967], [-0.13767, 1.23452, -0.33804], [1.29572, -0.90123, -1.05574], [0.41970, 4.26865, -4.83385], [1.81344, -2.89728, -3.60455], [0.62777, -3.57175, -8.37112], [0.70643, 4.82558, -6.07928], [-0.70709, 2.41120, -8.37208], [1.82828, 4.40969, -6.79970], [-1.80791, 3.21209, -8.04433], [-3.18963, -1.20775, -1.36652], [2.64675, 3.40326, -6.28039], [2.31713, 2.78615, -5.05896], [-0.25006, 1.43769, -7.46432], [-2.55105, -2.32690, -1.97843], [-1.41384, -1.82665, -0.02038], [1.25982, 3.29492, -4.28969], [1.63213, -2.83810, -7.73827], [1.29022, -1.77043, -6.89793], [3.57323, -1.26269, -3.82374], [1.21713, -0.50196, -3.95654], [-2.01319, 2.00688, -5.95205], [1.53365, -0.44383, 0.34753], [-0.91457, 1.18304, -6.25342], [2.67893, -0.27897, -4.21589], [1.09952, 0.99108, 0.47388], [-1.04371, -2.08982, -7.38742], [-2.47761, -0.89070, -0.16582], [0.84520, -1.89609, -3.60978], [3.17024, -2.58155, -3.58751], [-0.70432, -3.14533, -8.25720], [-1.41802, -2.67795, -1.17013], [-2.43424, 3.02654, -6.80626], [-0.05213, -1.48498, -6.58784], [0.90325, 0.39133, -3.30385], [-2.90532, -2.90396, -2.83382], [-3.25361, 3.68883, -6.51163], [2.60478, -0.52658, 0.57424], [0.03976, 5.57172, -6.50246], [-4.11277, -0.74286, -1.68188], [2.05750, 4.84419, -7.77602], [4.63678, -1.01821, -3.75013], [1.51364, -3.94620, -3.69311], [4.41151, 1.27511, -5.44947], [-2.08581, -1.75254, -7.35590], [-2.52681, 1.87776, -5.00286], [-1.48412, -3.65449, -8.83797], [3.53738, 3.07376, -6.83089], [2.68304, -3.10544, -7.88969], [0.62829, 0.84800, -7.72858], [-0.23835, -2.20904, -3.60788], [-0.72125, -3.50639, -1.34843], [-2.15992, 3.98412, -8.74139], [-0.19188, 2.56424, -9.32448], [0.92354, 1.23290, 1.52946], [0.96200, -1.09219, 1.02396], [1.06374, 2.90564, -3.28517], [-2.76361, -0.12338, 0.55508], [1.88770, 1.65370, 0.09772], [-0.47257, 4.56552, -4.28223], [-0.95728, 1.34278, 0.26107], [-0.80923, -1.96832, 0.87767], [0.89845, -4.44856, -8.97262], [2.10239, -1.17009, -6.48595], [-0.06626, 2.15557, -0.78138], [3.97483, 1.94144, -3.24564], [1.35444, -1.91819, -1.11260], [3.92049, -3.35702, -3.48009], [2.04962, -0.58016, -1.67012]], "mulliken_charge": [0.298, -0.449, -0.209, -0.184, -0.264, -0.185, -0.372, -0.899, -0.551, -0.531, -0.803, -0.539, -0.497, -0.746, -0.582, 0.843, 0.116, -0.514, -0.311, -0.316, -0.941, 0.353, -1.217, 1.872, -0.453, -0.613, 0.598, 0.565, -0.712, -0.776, -1.029, -0.672, -0.851, -0.582, -0.744, -0.652, 0.493, 0.610, 0.565, 0.426, 0.440, 0.436, 0.544, 0.411, 0.494, 0.571, -0.201, 0.402, 0.293, 0.399, 0.306, 0.422, 0.384, 0.241, 0.543, 0.394, 0.406, 0.393, 0.230, 0.245, 0.582, 0.319, 0.402, 0.188, 0.742, 0.394, 0.391, 0.260, -0.104, 0.262, 0.516, 0.150], "de_lowest_ev": 0.000, "total_charge": 1, "spin_multiplicity": 8, "lumo_ev": [-5.343, -5.412], "homo_ha": [-0.3959, -0.3912], "homo_lumo_gap_ev": [5.430, 5.234]}